The following is a DFT calculation (ωB97M-V/def2-TZVPD) of the ion C6H12N with charge +1 at a distorted geometry.

ORCA input file:
```
! wB97M-V def2-TZVPD RIJCOSX def2/J DEFGRID3
* xyz 1 1
C -3.4178 -0.0191 -0.0834
C -1.9901 -0.1061 0.0354
N -0.8450 0.0235 0.1275
C 0.7874 0.0164 -0.0344
C 1.1683 0.9240 -1.2373
C 1.2808 -1.4687 -0.0737
C 1.3631 0.6032 1.2352
H -3.4822 0.9509 -0.5828
H -3.6898 -1.0011 -0.4214
H -3.7774 -0.0221 0.9838
H 2.1759 1.0351 -1.0710
H 0.8756 0.4439 -2.1594
H 0.7375 1.8467 -1.2211
H 2.3757 -1.5768 0.2617
H 0.5820 -1.9723 0.6541
H 1.2489 -1.9924 -1.1380
H 1.3155 0.1258 2.1867
H 2.3933 0.6413 1.1887
H 0.8983 1.5480 1.3494
*
```

Strongest force on any atom = 4.1 eV Å⁻¹
HOMO-LUMO gap = 12.48 eV
Energy above the lowest of the compared OMol25 structures with the same formula, charge and spin = 46.9 kcal/mol

Results of the natural (NBO) charge analysis, in e, for atoms 1 through 2:
1. C -0.73
2. C 0.61

***

The following is a DFT calculation (ωB97M-V/def2-TZVPD) of the ion C6H12N with charge +1 at a distorted geometry.

ORCA input file:
```
! wB97M-V def2-TZVPD RIJCOSX def2/J DEFGRID3
* xyz 1 1
C -2.7742 0.1017 -0.6498
N -1.6305 0.7023 -0.6879
C -0.5478 0.8261 0.2404
C -0.0077 2.0190 0.3890
C -0.0087 -0.4610 0.7723
C 0.8623 -1.3041 -0.1804
C 2.3577 -0.9423 -0.0540
H -3.5779 0.5723 -1.2023
H -2.8985 -0.7413 0.0071
H -1.7594 1.5787 -1.1975
H -0.1875 2.9288 -0.1660
H 0.8323 2.1447 1.0669
H 0.5801 -0.2544 1.6695
H -0.8053 -1.1450 1.1048
H 0.8898 -2.3340 0.1808
H 0.4580 -1.1641 -1.1915
H 2.5318 0.0797 -0.4517
H 2.9834 -1.6246 -0.6374
H 2.7021 -0.9826 0.9878
*
```

Strongest force on any atom = 3.3 eV Å⁻¹
HOMO-LUMO gap = 8.84 eV
Energy above the lowest of the compared OMol25 structures with the same formula, charge and spin = 42.5 kcal/mol

Results of the natural (NBO) charge analysis, in e, for atoms 1 through 2:
1. C 0.14
2. N -0.40